A cluster of 12 separate species, C34H49BrCl44O4P in total, computed with wB97M-V/def2-TZVPD.

Last column: Löwdin charge in e.
Cartesian coordinates (Å):
C -1.2335 -0.9621 -9.4343  -0.13
C -0.8590 0.0833 -8.4000  -0.25
C 0.2001 -0.4058 -7.4207  -0.21
C -0.0946 -0.0800 -5.9616  -0.21
C -0.7440 -1.2264 -5.2217  -0.21
C -0.7090 -1.0137 -3.7083  -0.20
C 0.1657 -2.0231 -2.9607  -0.19
C -0.4108 -2.3853 -1.5938  -0.19
C 0.5834 -2.3149 -0.4354  -0.18
C -0.0630 -1.8143 0.8651  -0.21
C -0.0516 -2.8935 1.9219  -0.23
C -0.5085 -2.4423 3.2882  -0.20
C -1.8705 -1.7387 3.2473  -0.21
C -1.7278 -0.2254 3.2678  -0.22
C -3.0794 0.4389 3.2628  -0.20
C -3.1126 1.9725 3.1926  -0.19
C -1.8574 2.6787 2.6964  -0.23
C -2.1513 4.1252 2.3369  -0.19
C -1.7713 5.1435 3.4249  -0.15
C -0.5159 5.9481 3.0889  -0.14
C -0.5634 7.3518 3.6490  -0.50
C -1.6866 8.2225 3.0981  -0.10
O -2.3803 7.5191 2.0557  -0.24
O -3.6186 8.1908 1.8781  -0.07
C 0.7927 7.9851 3.1210  -0.26
O 1.5409 8.5881 4.1279  -0.45
P 1.1298 7.7969 5.5976  0.22
Br 0.5074 9.9860 6.3861  0.05
O -0.4685 7.4620 5.0200  -0.31
H -0.3494 -1.5099 -9.7152  -0.01
H -1.6826 -0.5057 -10.2987  0.07
H -1.9594 -1.6518 -9.0283  0.06
H -0.5080 0.9485 -8.9341  0.10
H -1.7396 0.3851 -7.8538  0.10
H 1.1186 0.0985 -7.6753  0.10
H 0.3908 -1.4582 -7.5367  0.06
H -0.7097 0.7991 -5.8902  0.11
H 0.8466 0.1164 -5.4743  0.11
H -0.2370 -2.1356 -5.4901  0.07
H -1.7792 -1.3141 -5.5211  0.11
H -1.7097 -1.0409 -3.3066  0.07
H -0.3219 -0.0274 -3.5077  0.10
H 0.2348 -2.9138 -3.5619  0.09
H 1.1642 -1.6225 -2.8689  0.11
H -0.7356 -3.4093 -1.6814  0.11
H -1.2948 -1.8078 -1.3781  0.05
H 0.9466 -3.3140 -0.2621  0.09
H 1.4510 -1.7382 -0.7023  0.10
H 0.5382 -0.9818 1.1896  0.11
H -1.0531 -1.4425 0.6573  0.05
H -0.6183 -3.7377 1.5536  0.06
H 0.9717 -3.2270 2.0059  0.11
H -0.5988 -3.3159 3.9122  0.07
H 0.2058 -1.7679 3.7234  0.11
H -2.4351 -2.0283 4.1181  0.11
H -2.4302 -2.0382 2.3748  0.07
H -1.2254 0.0215 4.1891  0.12
H -1.1146 0.0545 2.4316  0.09
H -3.6152 0.0590 2.3999  0.05
H -3.6180 0.0856 4.1252  0.11
H -3.8896 2.2350 2.4978  0.07
H -3.3412 2.3912 4.1583  0.11
H -1.5236 2.1792 1.7951  0.07
H -1.0331 2.5871 3.3817  0.10
H -3.2054 4.2464 2.1503  0.10
H -1.6551 4.3579 1.4105  0.07
H -2.5988 5.7866 3.6540  0.11
H -1.5455 4.5690 4.3101  0.11
H -0.3469 6.0366 2.0260  0.10
H 0.3445 5.4494 3.4921  0.10
H -1.2761 9.1223 2.6620  0.12
H -2.4139 8.5019 3.8451  0.13
H -3.3794 9.0822 1.5972  0.02
H 0.7077 8.5699 2.2224  0.08
H 1.4094 7.1438 2.7845  0.08
H 1.5713 6.5083 5.0907  -0.03
H 2.4632 7.9176 6.0997  -0.11
H 0.7028 7.2557 6.8431  -0.03
C 5.1601 5.9896 7.3801  -2.05
Cl 4.9093 7.6804 7.7944  0.54
Cl 6.3345 5.8738 6.0638  0.48
Cl 5.7811 5.1202 8.7993  0.50
Cl 3.6345 5.2725 6.8702  0.53
C 0.2578 -4.7110 -9.1275  -2.02
Cl 0.0566 -4.4496 -7.3958  0.55
Cl -1.3217 -4.6854 -9.9161  0.54
Cl 1.2801 -3.4399 -9.8090  0.57
Cl 1.0166 -6.2832 -9.3940  0.48
C -1.1557 8.1054 -1.2221  -2.02
Cl -1.1872 8.3129 -2.9808  0.51
Cl 0.5082 8.1930 -0.6492  0.56
Cl -2.1099 9.4005 -0.4843  0.59
Cl -1.8396 6.5450 -0.7967  0.58
C -0.8142 -7.1145 2.2985  -2.02
Cl 0.6194 -7.4089 3.2901  0.48
Cl -1.7827 -5.8413 3.0391  0.58
Cl -0.3167 -6.6142 0.6794  0.54
Cl -1.7645 -8.5998 2.1904  0.50
C -4.0414 0.1134 -0.7663  -2.03
Cl -3.9418 -1.3980 0.1444  0.58
Cl -5.1750 1.2055 0.0302  0.56
Cl -2.4479 0.8613 -0.8307  0.58
Cl -4.6022 -0.2260 -2.4080  0.53
C 1.1550 -10.2929 -9.8316  -2.05
Cl 1.3235 -11.3366 -11.2460  0.53
Cl -0.2804 -9.2816 -10.0056  0.51
Cl 0.9992 -11.2869 -8.3811  0.52
Cl 2.5825 -9.2648 -9.6817  0.48
C -2.5754 -12.9128 2.5910  -2.06
Cl -3.1810 -13.2974 4.2031  0.53
Cl -3.3001 -11.4016 2.0362  0.50
Cl -0.8214 -12.7323 2.6469  0.53
Cl -3.0015 -14.2126 1.4751  0.52
C 3.0990 2.7298 2.1142  -2.06
Cl 1.6268 3.3496 1.3614  0.55
Cl 3.9843 4.0473 2.8488  0.53
Cl 2.6663 1.5432 3.3495  0.52
Cl 4.1149 1.9602 0.8858  0.51
C 3.4121 -8.8852 -5.4330  -2.06
Cl 2.4030 -9.7771 -4.2908  0.52
Cl 4.2970 -7.6217 -4.5771  0.53
Cl 4.5570 -9.9952 -6.1953  0.52
Cl 2.3934 -8.1592 -6.6746  0.48
C 3.6305 -8.5018 6.6278  -2.05
Cl 2.5212 -8.4051 5.2547  0.47
Cl 4.7820 -9.8141 6.3613  0.52
Cl 4.5003 -6.9767 6.7889  0.53
Cl 2.7103 -8.8162 8.1004  0.53
C 5.0570 8.0720 2.9140  -2.01
Cl 4.2976 7.7460 1.3458  0.52
Cl 6.7352 7.4822 2.8700  0.49
Cl 5.0622 9.8108 3.2093  0.55
Cl 4.1605 7.2654 4.1779  0.54

HOMO energy in eV: -5.14
Calculated total energy in eV: -674555.45502
Multiplicity: 1
Charge: -1